No. 1
14 unconnected molecules or ions with the total composition C56H84O42 at a distorted geometry. Source: the OMol25 dataset; level of theory: ωB97M-V/def2-TZVPD.

The geometry in ORCA input format:
```
! RIJCOSX wB97M-V def2-TZVPD def2/J DEFGRID3
* xyz 0 1
C 3.79031 3.59894 -6.42598
C 2.69198 2.49777 -6.59330
C 3.19968 1.14305 -6.97573
O 2.40712 0.29071 -6.18173
C 1.79004 0.94698 -5.20820
O 1.07551 0.46787 -4.29370
O 1.99756 2.25777 -5.36805
H 4.45489 3.84129 -7.25525
H 4.27310 3.35789 -5.47893
H 3.17797 4.47397 -6.20811
H 1.90731 2.84805 -7.26389
H 4.27430 1.04912 -6.81932
H 2.98792 0.94079 -8.02566
C 4.33459 -4.72804 0.63407
C 4.46518 -5.71457 1.79228
C 5.20674 -6.99506 1.55307
O 6.21584 -6.99599 2.47068
C 6.12226 -5.86480 3.21341
O 6.96748 -5.58141 4.01702
O 5.19085 -5.08706 2.77842
H 3.69882 -5.17327 -0.13121
H 5.36303 -4.50453 0.35040
H 3.93395 -3.75385 0.91433
H 3.51059 -6.01262 2.22590
H 5.61798 -6.89074 0.54901
H 4.59686 -7.89729 1.59905
C 3.31588 2.83619 -1.93725
C 4.19644 3.66091 -0.93855
C 4.50757 3.00931 0.42586
O 5.89524 3.20443 0.55261
C 6.41504 3.79867 -0.52640
O 7.56936 4.18966 -0.61207
O 5.43407 3.99273 -1.39583
H 2.34482 2.54983 -1.53333
H 3.86080 1.98565 -2.34683
H 3.11574 3.51755 -2.76417
H 3.66982 4.58654 -0.70623
H 4.17072 1.97683 0.51859
H 3.99982 3.58631 1.19876
C 3.15761 1.47592 3.35421
C 1.64885 1.55100 2.93971
C 0.92983 2.68767 3.62058
O 0.16829 3.21026 2.55004
C 0.76251 2.92801 1.40761
O 0.54227 3.38080 0.34073
O 1.60090 1.88338 1.59001
H 3.67662 0.70738 2.78142
H 3.30240 1.26686 4.41412
H 3.66058 2.42732 3.18114
H 1.14474 0.60284 3.12667
H 1.53276 3.48350 4.05791
H 0.21194 2.47483 4.41269
C 4.33335 -3.79514 -2.74726
C 3.06504 -3.10202 -2.24267
C 2.49573 -2.05574 -3.32236
O 1.11908 -2.42768 -3.22935
C 0.97973 -3.65123 -2.69131
O -0.03390 -4.30294 -2.84028
O 2.11321 -4.08748 -2.10101
H 4.36264 -4.01102 -3.81527
H 4.52888 -4.65465 -2.10607
H 5.18249 -3.16720 -2.47755
H 3.33287 -2.63007 -1.29736
H 2.80670 -2.10137 -4.36607
H 2.55369 -1.02667 -2.96774
C -2.12275 -0.69570 -4.01738
C -1.96944 -0.16057 -5.41917
C -2.09712 -1.22506 -6.52155
O -3.27508 -0.87084 -7.21695
C -3.77664 0.31007 -6.77243
O -4.66699 0.86902 -7.40992
O -3.01815 0.74363 -5.75436
H -2.30873 0.10078 -3.29686
H -1.25921 -1.33516 -3.83442
H -3.03122 -1.29186 -3.93149
H -1.03545 0.38483 -5.55444
H -2.17965 -2.23436 -6.11830
H -1.19172 -1.14130 -7.12266
C -1.50338 -4.52997 4.78081
C -0.31570 -3.54275 4.51102
C -0.42724 -2.56125 3.43697
O -0.27078 -1.28161 4.07682
C -0.34640 -1.40286 5.33889
O -0.43095 -0.43027 6.11547
O -0.29530 -2.69644 5.64930
H -2.41305 -3.93871 4.88575
H -1.57329 -5.07685 5.72110
H -1.70247 -5.25792 3.99434
H 0.59979 -4.11815 4.37359
H -1.36514 -2.58330 2.88204
H 0.37511 -2.66309 2.70624
C -2.72614 -4.20633 -0.63345
C -2.07840 -4.83158 0.54873
C -1.85258 -6.35371 0.54872
O -0.62167 -6.36792 1.22143
C -0.02726 -5.15039 1.32551
O 1.11586 -4.90462 1.81949
O -0.85441 -4.27123 0.76395
H -2.94142 -3.14549 -0.50547
H -3.66048 -4.76558 -0.68183
H -2.10282 -4.36383 -1.51366
H -2.67994 -4.65680 1.44075
H -1.75504 -6.86638 -0.40824
H -2.57182 -6.87966 1.17656
C -2.68132 1.14146 3.89713
C -3.92209 0.24061 3.95690
C -4.68121 0.28354 2.68990
O -5.08981 -1.01286 2.51217
C -4.24625 -1.78719 3.10311
O -4.07779 -2.96359 2.77045
O -3.54683 -1.14554 3.96352
H -2.13118 1.10364 4.83736
H -2.97013 2.17593 3.71125
H -2.01105 0.84985 3.08856
H -4.57400 0.34297 4.82444
H -4.06400 0.66383 1.87594
H -5.47797 0.97363 2.96749
C -8.53297 3.35872 -1.76155
C -7.24727 3.12909 -0.91750
C -7.29484 1.81413 -0.11387
O -6.00508 1.26819 -0.26116
C -5.43632 1.86273 -1.34513
O -4.53669 1.38209 -1.97921
O -6.19403 2.87285 -1.81583
H -8.76575 2.42940 -2.28145
H -8.43561 4.17954 -2.47211
H -9.27211 3.55416 -0.98465
H -7.02308 3.90306 -0.18347
H -8.03432 1.16197 -0.57859
H -7.52111 1.91659 0.94744
C -1.83831 5.80309 -2.43613
C -0.96058 4.61715 -2.87798
C -1.65453 3.24839 -2.97186
O -1.66178 3.00078 -4.37930
C -0.84283 3.84618 -5.01993
O -0.44524 3.74940 -6.18027
O -0.37381 4.82622 -4.09479
H -1.91089 5.98674 -1.36417
H -2.86276 5.81043 -2.80839
H -1.39636 6.74736 -2.75414
H -0.13963 4.50719 -2.16943
H -2.66409 3.21964 -2.56191
H -1.03558 2.47039 -2.52497
C -3.72449 7.41309 1.48479
C -3.38034 6.08732 2.22255
C -4.66520 5.23050 2.44531
O -4.40453 3.97372 1.79947
C -3.31440 4.04030 1.11198
O -2.88849 3.19548 0.37801
O -2.73798 5.24525 1.32768
H -2.85424 8.06462 1.40553
H -4.42626 7.98989 2.08721
H -4.06918 7.28001 0.45933
H -2.87703 6.21812 3.18050
H -5.54174 5.76756 2.08288
H -4.72554 5.10800 3.52672
C -1.69564 0.10155 0.33545
C -0.54898 -0.69832 -0.33568
C 0.25023 0.13924 -1.29498
O 1.60239 -0.13023 -0.95963
C 1.65073 -0.90111 0.16061
O 2.65630 -1.23452 0.72210
O 0.43280 -1.18897 0.54652
H -2.48658 0.45724 -0.32486
H -1.27498 0.95699 0.86401
H -2.24680 -0.41063 1.12412
H -0.97195 -1.51851 -0.91575
H -0.13782 1.13920 -1.10111
H 0.12488 -0.10571 -2.34968
C 3.16303 -2.91129 4.17932
C 4.59087 -2.72028 4.88132
C 4.79595 -1.40531 5.57357
O 5.24421 -1.80725 6.88514
C 5.31140 -3.13511 7.03926
O 5.76673 -3.71924 8.00986
O 4.72677 -3.62383 5.91540
H 3.08410 -2.28004 3.29423
H 2.35938 -2.74933 4.89766
H 3.21268 -3.95851 3.88105
H 5.45255 -2.85582 4.22768
H 3.91485 -0.81288 5.82018
H 5.62258 -0.85583 5.12318
*
```

Its HOMO-LUMO gap is 10.036 eV. Its energy above the lowest of the compared OMol25 structures with the same formula, charge and spin is 122.1 kcal/mol.


No. 2
A molecular structure, C4H6N2O. Source: the OMol25 dataset; level of theory: ωB97M-V/def2-TZVPD.

The geometry in ORCA input format:
```
! RIJCOSX wB97M-V def2-TZVPD def2/J DEFGRID3
* xyz 0 1
N 0.30565 0.88850 1.60757
C 0.04251 0.09755 0.52779
C 1.11362 -0.37635 -0.40320
C 0.41334 -1.10316 -1.27277
C -1.07707 -1.01979 -0.87806
O -0.98850 0.85843 -0.72771
N -0.90781 -0.93501 0.56787
H 0.97216 1.62780 1.43601
H -0.50197 1.20895 2.12535
H 2.16114 -0.09949 -0.34280
H 0.77823 -1.65602 -2.13077
H -0.53303 1.17056 -1.52729
H -1.77827 -0.66196 1.01802
*
```

Its HOMO-LUMO gap is 8.612 eV. Its energy above the lowest of the compared OMol25 structures with the same formula, charge and spin is 127.6 kcal/mol.


No. 3
A molecular structure, C18H14FHfO6PS at a distorted geometry. Source: the OMol25 dataset; level of theory: ωB97M-V/def2-TZVPD.

The geometry in ORCA input format:
```
! RIJCOSX wB97M-V def2-TZVPD def2/J DEFGRID3
* xyz 4 1
C 4.31356 0.75186 1.00817
C 3.61371 1.85584 0.22974
O 2.99175 1.37016 -1.00301
C 1.84682 0.73405 -0.96879
C 1.18578 0.34054 0.20786
C 0.00788 -0.35962 0.11067
C -0.54932 -0.67474 -1.13711
C 0.09477 -0.27237 -2.31207
C 1.27196 0.42835 -2.23524
C 1.97991 0.92506 -3.48892
C 2.76986 -0.13691 -4.15035
O 2.51623 -1.19350 -4.61221
F 4.20907 0.16314 -4.38545
C -1.81117 -1.43300 -1.15932
O -2.07118 -2.30877 -1.93647
C -2.75823 -1.06111 -0.06467
C -4.16157 -1.03718 -0.32398
C -5.03104 -0.72397 0.67859
C -4.53125 -0.45626 1.95876
C -3.11204 -0.47484 2.23036
P -2.63137 -0.13136 3.90802
O -1.39696 0.82235 3.97728
O -2.26536 -1.45585 4.62273
S -4.22016 0.72399 4.78054
C -2.23433 -0.76412 1.19710
C -0.73670 -0.82108 1.32570
O -0.20776 -1.25968 2.30599
H 3.98328 0.75514 2.04239
H 4.04669 -0.22766 0.61914
H 5.38805 0.87035 0.98616
H 2.86755 2.39372 0.80725
H 4.32638 2.59275 -0.11593
H 1.59914 0.56034 1.17917
H -0.34858 -0.52244 -3.26500
H 1.26404 1.27828 -4.23299
H 2.63004 1.75842 -3.24054
H -4.52260 -1.27498 -1.31395
H -6.09199 -0.70473 0.48658
H -5.21521 -0.24828 2.76158
H -1.33324 1.47173 3.26026
H -2.15597 -1.41953 5.59347
Hf 4.47957 -0.83407 -6.33154
*
```

Its HOMO-LUMO gap is 2.723 eV.